A structure of composition C22H18BCl5N10O4W in a non-equilibrium geometry. Source: OMol25; level of theory: ωB97M-V/def2-TZVPD.

```
61
Properties=species:S:1:pos:R:3
W -0.611 -0.807 0.182
C -1.949 2.964 1.755
C -2.144 1.655 1.424
N -0.960 1.090 1.013
N -0.021 2.101 1.070
C -0.597 3.213 1.508
B 1.484 1.761 0.819
N 1.579 1.196 -0.629
C 2.312 1.658 -1.639
C 2.204 0.773 -2.710
C 1.366 -0.222 -2.266
N 0.984 0.032 -0.986
N 1.735 0.586 1.788
C 2.354 0.609 2.974
C 1.975 -0.500 3.707
C 1.068 -1.156 2.903
N 0.922 -0.508 1.722
N 2.415 2.893 0.978
C 3.771 2.913 1.178
C 4.221 4.165 0.872
C 3.065 4.873 0.482
N 1.990 4.115 0.520
H -2.681 3.661 2.126
H -3.060 1.096 1.453
H -0.009 4.112 1.595
H 2.870 2.574 -1.527
H 2.686 0.849 -3.669
H 1.023 -1.099 -2.788
H 3.000 1.430 3.239
H 2.298 -0.776 4.696
H 0.498 -2.032 3.150
H 4.322 2.036 1.480
H 5.231 4.529 0.936
H 2.982 5.904 0.174
N 0.923 -2.438 -0.145
C 0.972 -3.526 0.845
C -0.357 -3.546 1.531
O -0.809 -4.433 2.176
N -1.100 -2.307 1.338
C -2.441 -2.362 1.922
C -3.327 -1.508 1.067
O -4.492 -1.414 1.016
O -2.488 -0.689 0.258
H 0.651 -2.821 -1.049
H 1.833 -2.001 -0.261
H 1.758 -3.336 1.575
H 1.174 -4.491 0.381
H -2.445 -1.957 2.941
H -2.796 -3.391 1.977
Cl -4.784 -0.941 -5.836
C -3.696 -1.134 -4.616
C -3.238 0.031 -3.881
Cl -3.816 1.553 -4.294
C -2.337 -0.145 -2.862
Cl -1.719 1.170 -1.958
C -1.868 -1.442 -2.536
O -1.002 -1.644 -1.570
C -2.297 -2.589 -3.269
Cl -1.668 -4.103 -2.820
C -3.204 -2.449 -4.293
Cl -3.751 -3.776 -5.169
```

## Properties
Energy (a.u.): -4089.7515
E_LUMO (spin up / spin down) (eV): -11.2 / -12.4
Net charge: +3
2S+1: 2
Maximum force (eV/A): 1.307
Orbital gap (spin up / spin down) (eV): 5.478 / 4.320
⟨S²⟩: 0.77

Löwdin population analysis, charges in e, atoms 1 to 2: atom 1 (W): 1.980, atom 2 (C): 0.038



A structure of composition C22H18Cl49N2OSi in a non-equilibrium geometry. Source: OMol25; level of theory: ωB97M-V/def2-TZVPD.

```
93
Properties=species:S:1:pos:R:3
C 3.636 2.971 3.126
C 3.497 3.815 1.979
C 2.130 3.788 1.286
N 1.516 2.508 1.051
C 0.325 2.842 0.464
C -0.708 1.723 0.072
C -1.399 1.301 1.452
O -1.900 2.463 2.143
Si -3.541 2.832 1.740
C -4.220 4.071 3.051
C -4.720 1.313 1.832
C -3.753 3.731 0.054
N 0.112 4.177 0.300
C 1.259 4.836 0.819
Cl 1.548 6.570 0.909
H 3.199 3.291 4.112
H 4.126 1.963 3.080
H 4.355 4.452 1.618
H 1.857 1.573 1.284
H -1.466 2.148 -0.648
H -0.207 0.856 -0.436
H -0.560 0.883 2.091
H -2.135 0.464 1.327
H -4.024 3.740 4.101
H -5.340 4.162 2.918
H -3.805 5.104 2.894
H -5.798 1.587 1.726
H -4.473 0.778 2.806
H -4.378 0.618 1.000
H -4.860 4.036 0.009
H -3.154 4.690 0.070
H -3.539 3.082 -0.836
H -0.742 4.564 -0.103
C 3.926 -0.531 -0.004
Cl 5.659 -0.242 -0.218
Cl 3.537 -2.188 -0.482
Cl 3.492 -0.292 1.706
Cl 3.006 0.606 -1.012
C -3.412 -1.427 5.094
Cl -2.180 -2.627 5.523
Cl -2.678 -0.161 4.082
Cl -4.717 -2.216 4.192
Cl -4.064 -0.697 6.571
C 3.962 -5.358 -3.372
Cl 5.699 -5.071 -3.592
Cl 3.565 -7.016 -3.851
Cl 3.537 -5.120 -1.668
Cl 3.043 -4.219 -4.374
C 5.738 -6.425 1.712
Cl 5.750 -6.757 3.452
Cl 4.901 -7.743 0.865
Cl 4.895 -4.893 1.411
Cl 7.404 -6.308 1.120
C 0.934 -8.562 -1.049
Cl -0.425 -7.978 -0.071
Cl 2.460 -8.154 -0.237
Cl 0.817 -10.321 -1.235
Cl 0.880 -7.800 -2.651
C -0.846 -3.132 -6.072
Cl -1.546 -2.672 -7.633
Cl 0.868 -2.680 -6.034
Cl -1.707 -2.288 -4.766
Cl -0.997 -4.884 -5.848
C -7.304 1.500 5.059
Cl -7.964 1.975 3.482
Cl -5.577 1.913 5.122
Cl -8.166 2.362 6.343
Cl -7.504 -0.245 5.282
C -4.868 -5.488 -4.582
Cl -3.616 -6.673 -4.164
Cl -4.166 -4.220 -5.605
Cl -6.177 -6.297 -5.458
Cl -5.511 -4.760 -3.098
C 5.616 -7.797 -7.102
Cl 6.494 -7.840 -5.560
Cl 6.769 -7.592 -8.432
Cl 4.727 -9.315 -7.316
Cl 4.473 -6.438 -7.098
C 0.986 10.115 -0.757
Cl 0.181 8.717 -1.497
Cl 1.386 9.749 0.936
Cl 2.473 10.478 -1.648
Cl -0.095 11.515 -0.815
C -7.069 6.848 0.550
Cl -7.722 7.322 -1.027
Cl -5.344 7.262 0.625
Cl -7.938 7.705 1.832
Cl -7.266 5.098 0.770
C 9.771 0.866 1.062
Cl 8.232 0.571 0.223
Cl 9.651 2.365 2.000
Cl 10.116 -0.488 2.150
Cl 11.073 1.016 -0.130
```

## Properties
Energy (a.u.): -23872.2466
E_LUMO (eV): -4.1
Net charge: +1
2S+1: 1
Maximum force (eV/A): 5.504
Orbital gap (eV): 6.868

Löwdin population analysis, charges in e, atoms 1 to 2: atom 1 (C): 0.017, atom 2 (C): -0.086



A structure of composition C22H18Cl5N2O3PPd. Source: OMol25; level of theory: ωB97M-V/def2-TZVPD.

```
52
Properties=species:S:1:pos:R:3
Pd 0.490 0.279 0.003
O 2.972 -1.128 -2.826
C 1.971 -0.899 -2.229
O 1.856 0.142 -1.399
C 0.692 -1.724 -2.441
P -0.589 -1.171 -1.304
C -1.673 -2.394 -0.660
C -1.346 -3.066 0.520
C -2.173 -4.084 0.960
C -3.307 -4.422 0.230
C -3.631 -3.749 -0.943
C -2.818 -2.725 -1.396
C -1.322 0.391 -1.788
C -2.478 0.810 -1.097
C -3.028 2.042 -1.378
C -2.442 2.858 -2.345
C -1.307 2.447 -3.036
C -0.738 1.218 -2.763
H 0.881 -2.790 -2.308
H 0.353 -1.582 -3.473
H -0.456 -2.801 1.080
H -1.934 -4.615 1.871
H -3.949 -5.220 0.580
H -4.515 -4.023 -1.501
H -3.071 -2.195 -2.307
H -2.942 0.157 -0.366
H -3.918 2.367 -0.857
H -2.881 3.822 -2.566
H -0.869 3.084 -3.791
H 0.150 0.909 -3.298
C 0.966 4.807 1.569
N 2.065 4.211 0.822
C 2.049 2.957 0.369
N 3.154 2.455 -0.199
O 0.981 2.275 0.487
H 0.994 5.884 1.428
H 1.041 4.584 2.633
H 0.022 4.429 1.188
H 2.928 4.727 0.763
H 3.996 2.998 -0.283
H 3.115 1.560 -0.662
Cl -0.910 0.200 2.015
C 0.604 -0.555 2.517
C 1.499 -0.619 1.478
C 2.750 -1.160 1.669
Cl 3.888 -1.305 0.406
C 3.063 -1.617 2.967
Cl 4.600 -2.291 3.262
C 2.136 -1.537 4.016
Cl 2.534 -2.101 5.572
C 0.863 -0.991 3.796
Cl -0.318 -0.854 5.013
```

## Properties
Energy (a.u.): -3954.0124
E_LUMO (eV): -8.3
Net charge: +2
2S+1: 1
Maximum force (eV/A): 0.558
Orbital gap (eV): 6.544

Löwdin population analysis, charges in e, atoms 1 to 2: atom 1 (Pd): 0.960, atom 2 (O): 0.164



A structure of composition C22H18F15IN2O9S3 in a non-equilibrium geometry. Source: OMol25; level of theory: ωB97M-V/def2-TZVPD.

```
70
Properties=species:S:1:pos:R:3
O -0.696 -5.490 -2.693
S -0.059 -4.683 -3.662
O 0.849 -5.430 -4.442
O -1.133 -3.916 -4.583
C -2.134 -3.283 -3.784
C -1.546 -2.460 -2.602
F -1.717 -3.146 -1.456
S -2.663 -1.004 -2.424
O -2.505 -0.483 -1.141
O -2.495 -0.114 -3.494
F -4.083 -1.665 -2.459
C -0.094 -2.042 -2.844
C 0.428 -0.925 -1.932
C 1.744 -0.365 -2.555
C 1.452 0.952 -3.276
F 1.305 1.877 -2.299
F 0.302 0.939 -3.951
C 2.672 1.434 -4.137
F 2.737 2.759 -4.029
F 3.778 0.890 -3.646
C 2.482 1.135 -5.667
F 2.045 -0.129 -5.726
F 1.592 1.989 -6.103
C 3.848 1.200 -6.406
F 4.473 0.072 -6.160
F 4.620 2.144 -5.942
S 3.752 1.381 -8.291
F 3.143 2.821 -8.149
F 5.202 2.011 -8.287
F 4.402 -0.043 -8.505
F 2.337 0.691 -8.351
F 3.706 1.558 -9.847
C 0.831 -3.294 -2.867
I 1.437 -3.990 -0.933
H -2.920 -3.959 -3.457
H -2.605 -2.546 -4.436
H -0.064 -1.647 -3.864
H 0.605 -1.234 -0.907
H -0.244 -0.073 -1.888
H 2.189 -1.043 -3.280
H 2.407 -0.113 -1.734
H 1.722 -3.127 -3.459
C -4.072 1.334 3.132
C -3.554 0.321 2.336
C -2.215 -0.019 2.431
C -1.410 0.660 3.327
C -1.909 1.677 4.121
C -3.248 2.014 4.020
N 0.007 0.284 3.445
O 0.421 -0.601 2.716
O 0.684 0.876 4.264
H -5.120 1.595 3.062
H -4.195 -0.206 1.643
H -1.817 -0.808 1.810
H -1.272 2.206 4.815
H -3.653 2.805 4.638
C 0.935 0.826 10.011
C 0.160 -0.020 9.229
C -1.042 0.426 8.706
C -1.452 1.720 8.971
C -0.694 2.572 9.754
C 0.506 2.119 10.276
N -2.716 2.204 8.396
O -3.367 1.423 7.727
O -3.033 3.358 8.618
H 1.877 0.476 10.414
H 0.496 -1.028 9.024
H -1.643 -0.234 8.097
H -1.025 3.580 9.959
H 1.109 2.776 10.888
```

## Properties
Energy (a.u.): -4625.7658
E_LUMO (eV): -0.6
Net charge: 0
2S+1: 1
Maximum force (eV/A): 2.237
Orbital gap (eV): 9.438

Löwdin population analysis, charges in e, atoms 1 to 2: atom 1 (O): -0.294, atom 2 (S): 0.532



The molecule C22H18F2N6O2 in a non-equilibrium geometry. Source: OMol25; level of theory: ωB97M-V/def2-TZVPD.

```
50
Properties=species:S:1:pos:R:3
O 1.573 -6.513 0.128
F 1.530 6.731 1.118
F -2.802 5.633 -0.439
N -2.415 4.300 -3.354
N -0.374 1.957 -0.161
N -2.493 2.038 -3.200
O 0.432 -1.256 2.662
C 1.466 -5.709 1.017
C -2.880 3.202 -3.895
C -1.061 1.546 -1.223
C -1.767 2.430 -2.202
C -0.247 -0.310 -0.186
C -1.019 0.084 -1.257
C 1.296 5.308 -0.739
C -0.689 6.238 0.330
C 0.737 -3.942 -0.546
C 0.891 -3.402 1.813
C 0.344 -2.648 -0.770
C 0.496 4.608 -1.601
C 0.734 6.108 0.244
C -1.472 5.492 -0.527
C 0.500 -2.056 1.548
C 1.056 -4.339 0.781
C 0.195 -1.681 0.222
C -0.882 4.683 -1.498
N -1.695 3.849 -2.285
N 1.816 -6.083 2.295
N 0.105 0.865 0.462
C -1.782 -0.814 -2.200
C 2.173 -7.452 2.637
C 0.074 0.123 2.677
C 0.853 0.963 1.687
H -3.534 3.186 -4.762
H 2.377 5.200 -0.787
H -1.140 6.901 1.035
H 0.839 -4.559 -1.442
H 1.102 -3.687 2.852
H 0.124 -2.417 -1.797
H 0.970 4.003 -2.388
H 1.754 -5.374 3.029
H -1.939 -1.796 -1.792
H -2.811 -0.375 -2.346
H -1.270 -0.900 -3.196
H 1.355 -8.138 2.362
H 2.290 -7.534 3.724
H 3.068 -7.799 2.117
H -0.999 0.239 2.599
H 0.332 0.514 3.683
H 1.883 0.558 1.565
H 0.908 2.027 2.008
```

## Properties
Energy (a.u.): -1527.8882
E_LUMO (eV): 0.1
Net charge: 0
2S+1: 1
Maximum force (eV/A): 2.544
SMILES: CNC(=O)c1ccc2c(c1)OCCn1nc(-c3ncnn3-c3ccc(F)cc3F)c(C)c1-2
Orbital gap (eV): 8.707

Löwdin population analysis, charges in e, atoms 1 to 2: atom 1 (O): 0.084, atom 2 (F): 0.075



A structure of composition C22H18F3MnN2O3Sb in a non-equilibrium geometry. Source: OMol25; level of theory: ωB97M-V/def2-TZVPD.

```
50
Properties=species:S:1:pos:R:3
Mn 2.143 -0.743 -2.213
N 2.198 -2.748 -1.971
C 2.158 -3.462 -3.270
C 1.932 -2.469 -4.461
O 1.602 -2.866 -5.579
N 2.179 -1.124 -4.189
C 1.709 -0.020 -4.983
C 0.888 0.957 -4.014
O 0.140 1.799 -4.446
O 1.234 0.907 -2.761
H 3.016 -3.051 -1.392
H 1.375 -3.060 -1.437
H 1.304 -4.181 -3.284
H 3.077 -4.059 -3.394
H 1.053 -0.267 -5.837
H 2.521 0.637 -5.368
F 0.011 2.592 6.586
C 0.146 2.149 5.280
C -0.999 1.767 4.603
C -0.848 1.368 3.239
C 0.430 1.388 2.671
C 1.566 1.782 3.353
C 1.449 2.141 4.702
Sb 0.644 0.886 0.575
C -0.084 -1.101 1.123
C 0.693 -1.848 2.021
C 0.394 -3.168 2.264
C -0.733 -3.744 1.666
F -1.062 -5.035 1.958
C -1.550 -2.983 0.824
C -1.144 -1.695 0.452
C -1.078 2.136 -0.003
C -1.517 3.215 0.824
C -2.785 3.744 0.607
C -3.477 3.384 -0.569
F -4.572 4.136 -0.876
C -2.990 2.380 -1.419
C -1.750 1.822 -1.178
H -2.004 1.769 5.038
H -1.717 0.941 2.691
H 2.555 1.760 2.834
H 2.295 2.435 5.282
H 1.585 -1.429 2.475
H 1.044 -3.760 2.910
H -2.351 -3.460 0.276
H -1.696 -1.088 -0.288
H -0.848 3.538 1.648
H -3.235 4.484 1.247
H -3.562 2.087 -2.294
H -1.339 1.159 -1.922
```

## Properties
Energy (a.u.): -2875.1787
E_LUMO (spin up / spin down) (eV): -0.7 / -1.3
Net charge: 0
2S+1: 6
Maximum force (eV/A): 2.840
Orbital gap (spin up / spin down) (eV): 7.270 / 7.226
⟨S²⟩: 8.76

Löwdin population analysis, charges in e, atoms 1 to 2: atom 1 (Mn): 0.939, atom 2 (N): -0.092



A structure of composition C22H18F5InN6O5STe. Source: OMol25; level of theory: ωB97M-V/def2-TZVPD.

```
59
Properties=species:S:1:pos:R:3
In -0.099 -2.555 -0.927
N 3.254 -2.601 -1.552
C 3.005 -2.883 -0.221
C 4.067 -3.411 0.527
C 3.879 -3.675 1.861
C 2.644 -3.407 2.449
C 1.649 -2.907 1.649
N 1.819 -2.651 0.336
C 2.583 -1.883 -2.528
C 3.270 -1.633 -3.723
C 2.653 -0.895 -4.703
C 1.368 -0.402 -4.489
C 0.758 -0.701 -3.298
N 1.349 -1.428 -2.331
H 4.150 -2.938 -1.861
H 5.020 -3.599 0.050
H 4.690 -4.086 2.448
H 2.455 -3.605 3.493
H 0.654 -2.720 2.031
H 4.270 -2.022 -3.863
H 3.168 -0.701 -5.635
H 0.847 0.176 -5.238
H -0.259 -0.392 -3.086
O -2.961 -4.808 1.529
S -2.670 -3.667 0.733
O -3.356 -2.436 1.002
O -1.179 -3.436 0.657
O -3.053 -4.113 -0.766
F -4.398 -1.823 -1.600
Te -3.238 -3.051 -2.368
F -2.288 -4.364 -3.267
F -3.553 -2.226 -4.003
F 0.667 -4.133 -1.858
F -4.738 -4.082 -2.700
O -1.775 -1.999 -2.058
N -0.049 4.321 1.917
C -0.665 5.445 2.425
C -0.176 6.675 2.856
C -1.110 7.583 3.312
C -2.482 7.280 3.339
C -2.959 6.060 2.910
C -2.030 5.128 2.444
N -2.228 3.849 1.960
C -1.040 3.407 1.660
C -0.784 2.074 1.102
C 0.499 1.617 0.803
C 0.651 0.353 0.276
N -0.380 -0.461 0.036
C -1.616 -0.029 0.321
C -1.853 1.224 0.855
H 0.935 4.204 1.760
H 0.880 6.913 2.837
H -0.778 8.553 3.658
H -3.175 8.025 3.707
H -4.013 5.819 2.928
H 1.381 2.220 0.969
H 1.632 -0.031 0.029
H -2.428 -0.716 0.129
H -2.861 1.542 1.078
```

## Properties
Energy (a.u.): -2909.7546
E_LUMO (eV): -0.7
Net charge: 0
2S+1: 1
Maximum force (eV/A): 0.068
Orbital gap (eV): 8.252

Löwdin population analysis, charges in e, atoms 1 to 2: atom 1 (In): 0.751, atom 2 (N): 0.144



The molecule C22H18FN3O2 in a non-equilibrium geometry. Source: OMol25; level of theory: ωB97M-V/def2-TZVPD.

```
46
Properties=species:S:1:pos:R:3
C -2.489 -1.054 1.133
N -2.924 0.319 1.144
C -2.217 1.367 0.660
O -2.613 2.516 0.744
C -0.913 1.049 -0.006
C 0.256 1.564 0.536
C 1.420 1.314 -0.163
C 1.435 0.596 -1.377
C 0.254 0.107 -1.919
C -0.909 0.342 -1.216
H -1.849 -0.015 -1.609
H 0.256 -0.430 -2.853
N 2.739 0.535 -1.812
C 3.422 1.169 -0.922
O 2.700 1.670 0.112
C 4.897 1.348 -0.914
C 5.552 0.121 -0.323
C 6.390 0.205 0.779
C 6.996 -0.909 1.332
C 6.755 -2.151 0.772
C 5.919 -2.263 -0.327
C 5.324 -1.137 -0.868
H 4.666 -1.216 -1.720
H 5.730 -3.231 -0.764
H 7.219 -3.028 1.195
H 7.641 -0.789 2.188
F 6.636 1.412 1.335
H 5.149 2.230 -0.325
H 5.236 1.479 -1.943
H 0.249 2.131 1.452
C -4.255 0.555 1.679
C -5.304 0.065 0.719
C -6.127 -1.016 1.011
N -7.033 -1.494 0.176
C -7.166 -0.912 -1.003
C -6.400 0.174 -1.405
C -5.452 0.668 -0.526
H -4.831 1.512 -0.791
H -6.544 0.619 -2.377
H -7.919 -1.339 -1.652
H -6.058 -1.525 1.965
H -4.351 0.051 2.646
H -4.348 1.636 1.819
H -2.636 -1.487 2.125
H -1.434 -1.116 0.877
H -3.067 -1.642 0.414
```

## Properties
Energy (a.u.): -1263.7944
E_LUMO (eV): 0.6
Net charge: 0
2S+1: 1
Maximum force (eV/A): 1.325
SMILES: CN(Cc1cccnc1)C(=O)c1ccc2nc(Cc3ccccc3F)oc2c1
Orbital gap (eV): 9.521

Löwdin population analysis, charges in e, atoms 1 to 2: atom 1 (C): -0.031, atom 2 (N): -0.088